Entry 1:
Here is the molecule C5H7NO from the OMol25 dataset. Energies are from ωB97M-V/def2-TZVPD.

XYZ file:
```
14
Properties=species:S:1:pos:R:3:forces:R:3:mulliken_charge:R:1
C -2.1669 -0.1275 -0.5794 -0.09 0.01 -0.09 -1.132
C -0.7072 0.1816 -0.4277 0.01 0.15 0.03 0.930
C 0.3613 -0.7791 -0.4304 0.03 -0.01 0.18 -0.507
C 1.4424 -0.1430 0.0822 -0.28 -0.12 0.17 0.097
N 2.5195 -0.6797 0.7988 0.08 0.17 0.02 -0.645
O 1.1699 1.1770 0.2776 0.02 -0.07 0.13 -0.352
C -0.1437 1.3496 -0.0293 -0.32 0.03 -0.02 -0.688
H -2.7096 0.2158 0.3092 0.04 -0.07 -0.21 0.290
H -2.6273 0.3392 -1.4539 0.07 -0.06 0.03 0.284
H -2.3080 -1.2104 -0.6510 -0.03 0.19 -0.05 0.311
H 0.3103 -1.8296 -0.6880 -0.03 0.18 0.16 0.409
H 3.2550 0.0085 0.9152 0.08 -0.06 -0.14 0.298
H 2.1355 -0.8443 1.7292 0.41 -0.24 -0.06 0.282
H -0.5311 2.3419 0.1474 0.00 -0.11 -0.16 0.422
```
Forces are in eV/Å.

## Properties
* Kohn-Sham gap: 9.1 eV
* SMILES: Cc1coc(N)c1
* 2S+1: 1
* ΔE to the lowest compared entry with this formula, charge and spin: 1.027 eV
* net charge: 0

Entry 2:
Here is a structure of composition C32H37BrCl2KN7O2S2 in a non-equilibrium geometry from the OMol25 dataset. Energies are from ωB97M-V/def2-TZVPD.

XYZ file:
```
84
Properties=species:S:1:pos:R:3:forces:R:3:mulliken_charge:R:1
K -0.5869 -0.3199 -1.0313 0.07 0.06 0.50 0.546
Br 1.4814 -7.4320 1.0650 -0.05 -0.25 -0.26 -0.209
C 2.6015 -6.1414 1.8733 -1.91 0.45 1.05 0.200
C 3.8873 -5.9780 1.4692 1.16 0.19 -0.12 -0.623
C 4.6881 -5.0231 2.0824 -0.48 0.56 1.12 -0.278
C 4.1662 -4.1927 3.1044 0.22 -1.37 -1.12 0.380
C 2.8435 -4.3963 3.4818 -0.78 -0.15 0.20 -0.165
C 2.0159 -5.3643 2.8949 1.35 0.27 -0.72 -0.697
N 5.0382 -3.3434 3.8640 -0.19 -0.24 -0.22 -0.513
N 4.8187 -2.1285 3.9525 -0.28 0.67 -0.55 -0.473
C 3.8014 -1.4694 3.1524 -0.09 -0.29 1.00 -0.095
C 2.9369 -0.6848 3.9040 0.93 -0.22 -0.11 -0.317
C 1.8388 -0.0872 3.3377 -1.35 0.37 -1.07 -0.760
C 1.5148 -0.2426 1.9288 0.66 -0.30 1.14 -0.161
O 0.4760 0.2153 1.3862 -0.49 0.61 -0.11 -0.397
C 2.4792 -1.0154 1.1357 -0.09 0.07 0.96 -0.416
N 2.2383 -1.1846 -0.1720 -0.71 0.43 -0.29 0.157
C 3.0744 -1.8751 -0.8825 0.32 -0.77 -0.85 -0.213
C 4.2730 -2.4349 -0.3763 0.06 0.40 -0.17 -1.123
C 4.5643 -2.2287 0.9449 -0.70 -0.34 -0.85 -0.736
C 3.5962 -1.6066 1.7596 0.79 0.11 0.48 1.060
H 4.3057 -6.6083 0.6997 -0.01 -0.05 -0.09 0.450
H 5.7277 -4.9280 1.8263 0.24 0.00 -0.18 0.387
H 2.4387 -3.7933 4.2771 -0.10 0.20 0.15 0.390
H 0.9622 -5.4774 3.1562 0.47 0.01 0.06 0.481
H 3.2064 -0.5969 4.9577 -0.37 0.14 -0.15 0.394
H 1.1117 0.4699 3.9493 0.44 -0.23 -0.31 0.299
H 2.7821 -2.0433 -1.9318 0.28 0.07 0.37 0.458
H 4.9466 -2.9622 -1.0497 -0.10 0.12 0.19 0.384
H 5.4740 -2.5915 1.3718 0.40 -0.08 0.17 1.015
O 1.0962 0.0975 -3.2076 -1.50 -0.58 0.64 -0.216
C 0.5192 0.4555 -4.4526 0.42 0.79 0.36 -0.481
C -0.0736 -0.6909 -5.2316 -0.77 1.11 -1.24 -0.498
C -1.3343 -1.3477 -4.6364 0.24 0.33 -0.41 -0.877
C -2.4591 -0.4191 -4.3620 -0.42 1.07 0.33 0.378
C -3.2857 0.0739 -5.3839 0.37 -0.15 -0.22 -0.503
C -4.2108 1.0570 -5.1414 -1.02 0.04 1.29 -0.606
C -4.3484 1.4407 -3.7927 -0.71 1.01 -0.80 -0.403
C -3.5254 0.9184 -2.8327 0.20 -0.45 0.04 -0.900
N -2.5805 0.0142 -3.1036 0.17 -0.24 -0.23 0.317
H 2.0287 0.1504 -3.2528 1.37 0.01 -0.01 0.185
H 1.3028 1.0095 -5.0011 -0.53 -0.36 -0.29 0.445
H -0.2711 1.1704 -4.2230 -0.11 0.19 -0.05 0.147
H 0.6470 -1.4804 -5.3435 0.51 -0.24 -0.48 0.355
H -0.3141 -0.1707 -6.2196 0.23 -1.16 0.84 0.312
H -1.0394 -1.8038 -3.7184 0.10 -0.45 0.80 0.042
H -1.6944 -2.1356 -5.2814 0.12 -0.31 -0.38 0.502
H -3.1818 -0.3112 -6.3741 0.20 -0.27 -0.55 0.480
H -4.9383 1.4421 -5.8796 0.82 -0.28 0.29 0.384
H -5.0789 2.2054 -3.5045 0.21 -0.37 -0.13 0.428
H -3.5907 1.2311 -1.8010 -0.10 0.00 0.23 0.553
C -4.3438 5.5335 2.3548 0.38 0.86 -0.01 -1.287
C -3.2717 4.5762 1.8445 -0.57 -0.90 -0.03 0.279
N -3.5851 3.1899 2.3434 0.15 0.12 -0.49 -0.311
C -2.7433 2.1367 1.9619 0.89 -0.22 0.74 0.343
S -3.3247 0.8810 1.0102 -0.10 0.06 -0.18 -0.379
N -1.5102 2.0958 2.4950 -0.11 0.60 -0.81 0.329
C -0.9757 3.0083 3.5287 -0.95 -1.07 -1.23 -0.852
C 0.1168 3.8787 2.9971 0.44 0.19 -1.17 -0.837
H -4.1759 6.5473 1.9129 -0.11 -0.72 0.44 0.359
H -4.3039 5.6106 3.4622 0.06 -0.04 -0.68 0.302
H -5.3537 5.2408 2.0884 -0.13 -0.21 -0.15 0.352
H -2.3219 4.9244 2.2296 0.20 -0.24 0.12 -0.003
H -3.1711 4.5349 0.7368 -0.27 0.25 0.51 0.113
H -4.5086 2.8798 2.0344 0.21 0.54 0.06 0.387
H -0.8334 1.4158 2.1061 -0.36 -0.07 0.14 -0.048
H -0.6438 2.3279 4.2730 0.54 -0.29 1.06 0.419
H -1.8448 3.5281 3.8820 -0.16 0.52 0.53 0.546
H 0.7814 3.3012 2.3300 -0.15 0.02 0.44 0.125
H 0.7336 4.3249 3.7704 -0.08 0.18 0.12 0.357
H -0.3182 4.6428 2.3382 0.27 0.09 0.32 0.276
Cl -0.9020 -2.7851 1.3196 0.48 0.10 -0.03 -0.023
C -1.5034 -4.0761 0.2803 0.03 -0.39 0.51 -0.330
Cl -3.1153 -3.6445 -0.2498 -0.77 -0.13 -0.23 -0.159
H -1.5170 -5.0029 0.8858 -0.04 0.52 -0.64 0.332
H -0.9302 -4.1600 -0.6373 0.39 -0.11 0.34 0.218
S -0.7483 4.6301 -2.8601 -0.04 -0.39 0.44 -0.190
C 0.5693 4.0945 -1.8887 0.29 1.25 -1.57 -0.439
C 0.2818 3.0026 -1.2179 -1.25 -2.04 1.49 -0.467
N -1.0234 2.5331 -1.4031 0.59 0.17 0.27 0.419
C -1.6525 3.3090 -2.2140 -0.07 0.15 -0.41 -0.379
H 1.5253 4.4935 -2.0630 0.96 0.73 0.23 0.480
H 0.9025 2.4626 -0.4978 -0.02 0.18 -0.43 0.200
H -2.6587 3.1227 -2.5414 -0.17 0.15 0.02 0.398
```
Forces are in eV/Å.

## Properties
* Kohn-Sham gap: 6.4 eV
* 2S+1: 1
* ΔE to the lowest compared entry with this formula, charge and spin: 0.032 eV
* net charge: 0

Entry 3:
Here is the molecule C4H6O in a non-equilibrium geometry from the OMol25 dataset. Energies are from ωB97M-V/def2-TZVPD.

XYZ file:
```
11
Properties=species:S:1:pos:R:3:forces:R:3:mulliken_charge:R:1
C 0.5196 -0.4216 0.6808 1.81 2.85 -0.39 0.118
C 0.4028 0.3871 -0.3999 -1.89 -4.57 0.70 -0.251
C 1.0671 -0.4728 2.0447 -2.35 1.15 -1.75 -0.171
C -0.5278 0.0455 -1.5532 2.38 2.27 -2.23 -0.999
O 0.1351 -1.4267 1.4447 -1.61 -0.86 -0.15 -0.452
H 1.0089 1.2160 -0.4458 1.28 1.67 0.01 0.428
H 1.9294 -0.9710 2.2410 2.66 -0.80 0.69 0.254
H 0.6351 0.2514 2.7147 -0.03 -0.24 0.54 0.211
H -0.0412 -0.3574 -2.5238 -0.33 0.18 1.78 0.247
H -0.8592 1.0386 -1.9352 -0.49 -0.69 0.32 0.274
H -1.3244 -0.5681 -1.2889 -1.41 -0.96 0.48 0.340
```
Forces are in eV/Å.

## Properties
* Kohn-Sham gap: 9.8 eV
* SMILES: C/C=C1/CO1
* 2S+1: 1
* ΔE to the lowest compared entry with this formula, charge and spin: 2.117 eV
* net charge: 0

Entry 4:
Here is a structure of composition CH7O14S2Tl in a non-equilibrium geometry from the OMol25 dataset. Energies are from ωB97M-V/def2-TZVPD.

XYZ file:
```
25
Properties=species:S:1:pos:R:3:forces:R:3:mulliken_charge:R:1
Tl 16.6166 1.8778 13.2460 -1.49 0.92 0.11 0.812
S 13.7911 2.8759 15.2545 -0.47 0.01 -0.95 1.181
O 12.7132 3.4941 14.4759 0.04 0.09 0.05 -0.638
O 15.0628 3.6235 15.0796 0.96 1.34 -0.15 -0.759
O 13.4535 2.7347 16.6501 -0.16 -0.11 1.24 -0.726
O 14.1200 1.5557 14.6499 0.30 -1.28 -0.46 -0.628
S 13.9637 3.2929 10.3799 -0.65 -0.82 -1.06 1.152
O 14.9825 4.0853 9.7246 0.94 0.62 -0.22 -0.551
O 12.8943 4.1280 10.9303 -0.18 0.06 0.31 -0.513
O 13.4174 2.3409 9.3953 -0.32 -0.02 0.13 -0.656
O 14.5486 2.5285 11.5014 0.44 0.02 0.70 -0.372
O 15.1760 6.1208 13.7261 0.20 -0.96 0.31 -0.474
C 15.8751 5.8558 12.6324 0.74 -0.07 -1.38 0.723
O 16.4690 4.7436 12.4627 -0.15 -0.09 0.71 -0.449
O 16.0041 6.7125 11.7309 -0.29 0.12 0.63 -0.632
H 15.1531 5.2541 14.2390 -0.35 0.24 0.04 0.402
O 19.3400 0.8142 13.9656 0.41 -0.12 0.16 -0.479
H 19.7072 0.0269 13.5519 -0.07 0.01 0.02 0.249
H 19.7721 0.8639 14.8264 -0.10 0.05 -0.04 0.273
O 14.7462 -0.3465 12.7464 0.05 -0.71 0.05 -0.487
H 14.0567 -0.3112 13.4264 0.14 0.66 0.02 0.295
H 14.4669 -1.0318 12.1320 -0.05 0.15 -0.05 0.236
O 17.7690 -0.3042 11.5167 0.21 -0.30 -0.16 -0.443
H 18.6065 -0.7784 11.5000 -0.05 0.03 -0.09 0.232
H 17.2645 -0.6706 10.7809 -0.10 0.16 0.08 0.253
```
Forces are in eV/Å.

## Properties
* Kohn-Sham gap: 3.4 eV
* 2S+1: 1
* ΔE to the lowest compared entry with this formula, charge and spin: 0.000 eV
* net charge: -2

Entry 5:
Here is a cluster of 2 separate species, CH6N2 in total in a non-equilibrium geometry from the OMol25 dataset. Energies are from ωB97M-V/def2-TZVPD.

XYZ file:
```
9
Properties=species:S:1:pos:R:3:forces:R:3:mulliken_charge:R:1
N -1.5813 1.5703 0.5407 0.39 0.04 0.57 -0.648
H -2.0249 1.5813 -0.3648 -0.19 -0.14 0.05 0.216
H -2.1570 2.0355 1.2318 -0.09 0.20 -0.28 0.225
H -1.4770 0.6251 0.8861 -0.07 -0.15 -0.35 0.204
C 1.0709 -1.4929 -0.1263 0.03 -0.52 2.04 -0.175
N 1.0666 -0.3830 -0.6931 1.22 0.40 -1.05 -0.552
H 1.6960 -2.3367 -0.4167 -0.23 0.06 -1.11 0.245
H 0.6224 -1.7582 0.8558 -0.18 0.63 -0.18 0.182
H 0.7317 0.4585 -0.2337 -0.88 -0.50 0.31 0.303
```
Forces are in eV/Å.

## Properties
* Kohn-Sham gap: 10.5 eV
* SMILES: C=N.N
* 2S+1: 1
* ΔE to the lowest compared entry with this formula, charge and spin: 0.915 eV
* net charge: 0

Entry 6:
Here is a cluster of 3 separate species, C3H11NO3 in total in a non-equilibrium geometry from the OMol25 dataset. Energies are from ωB97M-V/def2-TZVPD.

XYZ file:
```
18
Properties=species:S:1:pos:R:3:forces:R:3:mulliken_charge:R:1
C 1.1297 -1.4147 -0.6708 -0.23 5.05 -0.24 -1.036
C 0.3702 -0.5796 0.5030 -1.24 -2.21 -1.07 0.573
N -0.9956 -0.9637 0.5109 1.38 -0.35 0.85 -0.219
C -1.3860 -2.1516 -0.3121 1.16 2.49 -1.82 -0.806
O 0.8193 0.2229 1.2894 0.19 -0.62 -0.80 -0.555
H 0.4945 -1.1998 -1.6368 1.80 -0.62 1.80 0.326
H 2.0763 -0.7995 -0.6869 -0.63 -1.21 -0.49 0.280
H 1.2837 -2.4449 -0.4669 -0.01 -0.75 0.18 0.310
H -1.3305 -0.8575 1.4964 -0.22 -0.25 -1.48 0.270
H -0.9589 -3.0891 -0.0372 0.33 -0.63 0.39 0.286
H -1.1207 -1.9306 -1.4364 -0.54 -0.54 2.36 0.213
H -2.4238 -2.1708 -0.3320 -1.96 -0.39 0.30 0.361
H 0.4227 4.1893 -3.2250 -0.65 -0.32 0.55 0.316
H 1.7582 4.4544 -3.8045 -0.10 0.22 -0.26 0.319
O 0.8252 4.6746 -3.9332 0.75 0.09 -0.28 -0.636
H -0.5024 0.5554 4.2943 -0.56 3.13 -0.68 0.315
H 0.1973 1.9339 4.3422 0.17 0.22 -0.07 0.310
O -0.6592 1.5713 4.1055 0.35 -3.34 0.76 -0.628
```
Forces are in eV/Å.

## Properties
* Kohn-Sham gap: 10.3 eV
* SMILES: CNC(C)=O.O.O
* 2S+1: 1
* ΔE to the lowest compared entry with this formula, charge and spin: 2.074 eV
* net charge: 0

What is the ΔE to the lowest compared entry with this formula, charge and spin in the sixth record?
2.074 eV